Molecular formula: C35H26N2OPS3V
Method: DFT, ωB97M-V with the def2-TZVPD basis set

**Energy relative to the best compared isomer or geometry (same formula, charge and spin)**: 0.0 kcal per mole
**Molar mass**: 668.73 g/mol
**Total charge**: +2
**F_max**: 1.0 eV/A
**Gap between HOMO and LUMO (spin up / spin down)**: 5.47 / 5.46 eV
**Spin multiplicity**: 1
**E_tot**: -109211.8696 eV
**E_HOMO (spin up / spin down)**: -13.201 / -13.200 eV
**E_LUMO (spin up / spin down)**: -7.735 / -7.739 eV

Geometry (Å):
V: 1.89 -1.79 -0.70
S: 3.78 -2.86 -1.42
C: 3.59 -3.01 0.31
N: 2.52 -2.46 0.92
C: 2.45 -2.77 2.27
C: 1.46 -2.37 3.15
C: 1.59 -2.76 4.47
C: 2.68 -3.53 4.90
C: 3.67 -3.93 4.02
C: 3.54 -3.54 2.69
S: 4.60 -3.90 1.35
H: 0.62 -1.78 2.82
H: 0.84 -2.47 5.19
H: 2.75 -3.81 5.94
H: 4.51 -4.52 4.36
N: 0.33 -2.02 -1.10
P: -1.31 -1.77 -1.12
C: -1.84 -1.60 0.57
C: -1.38 -0.51 1.31
C: -1.77 -0.36 2.63
C: -2.61 -1.31 3.22
C: -3.06 -2.39 2.48
C: -2.68 -2.54 1.16
C: -1.56 -0.24 -2.00
C: -2.58 0.63 -1.60
C: -2.81 1.79 -2.32
C: -2.03 2.08 -3.43
C: -1.03 1.22 -3.84
C: -0.79 0.05 -3.13
C: -2.05 -3.16 -1.94
C: -3.11 -2.95 -2.83
C: -3.71 -4.04 -3.43
C: -3.27 -5.32 -3.15
C: -2.22 -5.53 -2.27
C: -1.61 -4.45 -1.65
H: -0.73 0.23 0.85
H: -1.42 0.49 3.20
H: -2.91 -1.19 4.25
H: -3.72 -3.12 2.94
H: -3.05 -3.38 0.58
H: -3.18 0.41 -0.73
H: -3.60 2.47 -2.02
H: -2.22 2.99 -4.00
H: -0.43 1.45 -4.71
H: -0.01 -0.63 -3.45
H: -3.44 -1.95 -3.06
H: -4.53 -3.88 -4.13
H: -3.75 -6.17 -3.63
H: -1.88 -6.53 -2.06
H: -0.78 -4.61 -0.97
C: 2.22 9.11 1.20
C: 2.19 7.63 0.95
O: 2.64 6.80 1.68
S: 1.46 7.22 -0.66
C: 1.61 5.46 -0.63
C: 2.84 4.86 -0.36
C: 2.95 3.49 -0.36
C: 1.82 2.70 -0.66
C: 0.59 3.31 -0.96
C: 0.49 4.68 -0.94
C: 1.90 1.30 -0.68
C: 1.96 0.07 -0.68
H: 3.22 9.39 1.52
H: 1.52 9.33 2.01
H: 1.93 9.68 0.32
H: 3.70 5.47 -0.14
H: 3.90 3.01 -0.15
H: -0.27 2.70 -1.21
H: -0.45 5.17 -1.14